Formula: C3H2N2O2
Source: the OMol25 dataset
Level of theory: wB97M-V/def2-TZVPD

Last column: natural (NBO) charge in e.
Cartesian coordinates (Å):
1 N -1.94 -1.16 0.12  -0.6009
2 C -0.87 -0.49 0.06  0.4836
3 O 0.50 -0.74 -0.31  -0.5624
4 C 1.52 0.33 -0.24  0.6570
5 O 1.87 0.91 -1.21  -0.4651
6 C -0.82 0.91 0.41  0.2077
7 N -0.23 1.91 0.53  -0.2681
8 H -2.02 -2.15 -0.11  0.3877
9 H 1.99 0.48 0.75  0.1604

Gap between HOMO and LUMO   11.5193 eV
Charge   0
SMILES   [H]/N=C(/C#N)OC=O
HOMO level   -11.50 eV
Energy relative to the best compared isomer or geometry (same formula, charge and spin)   48.8 kcal/mol
Lowest unoccupied orbital energy   0.00060 Eh

Formula: C20H21N3O3
Source: the OMol25 dataset
Level of theory: wB97M-V/def2-TZVPD

Last column: natural (NBO) charge in e.
Cartesian coordinates (Å):
1 C -8.05 -0.45 0.11  -0.2669
2 H -7.95 0.63 0.10  0.2027
3 O -6.92 -0.81 -0.86  -0.4694
4 C -5.74 -0.65 -0.55  0.2344
5 C -5.34 -0.09 0.44  -0.2419
6 C -4.08 0.23 0.85  -0.1658
7 C -3.16 -0.28 0.07  -0.1067
8 C -3.52 -0.84 -1.34  -0.1017
9 C -4.89 -1.07 -1.53  -0.2048
10 H -5.14 -1.69 -2.30  0.2200
11 H -2.82 -1.03 -1.90  0.1758
12 C -1.76 0.19 0.02  0.2959
13 C -0.95 0.55 1.01  -0.2672
14 C 0.40 0.72 0.79  0.1010
15 N 0.47 -0.04 -0.51  -0.2048
16 O -0.84 -0.39 -0.65  -0.2738
17 C 1.60 1.03 1.51  -0.4164
18 H 2.42 0.55 1.29  0.2107
19 C 1.90 2.77 1.00  -0.2604
20 H 0.90 3.30 1.48  0.1784
21 H 2.62 3.03 1.53  0.1855
22 C 1.93 2.95 -0.27  -0.5293
23 C 3.33 2.27 -0.80  0.7152
24 O 4.36 2.73 -0.59  -0.5792
25 N 3.13 1.09 -1.60  -0.6798
26 H 2.29 0.54 -1.33  0.4011
27 C 4.24 -0.12 -1.74  -0.2724
28 C 4.50 -0.92 -0.81  0.1258
29 N 5.65 -1.46 -0.47  -0.3996
30 C 6.04 -2.46 0.30  -0.0191
31 C 5.04 -3.03 0.87  -0.2137
32 C 3.68 -2.82 0.58  -0.1955
33 C 3.44 -1.71 -0.14  -0.2312
34 H 2.36 -1.59 -0.36  0.2226
35 H 2.88 -3.39 1.22  0.2297
36 H 5.35 -3.74 1.62  0.1965
37 H 7.08 -2.64 0.18  0.2167
38 H 5.13 0.69 -1.50  0.2626
39 H 4.03 -0.30 -2.72  0.2478
40 H 1.09 2.62 -0.91  0.2302
41 H 2.25 3.85 -0.46  0.2370
42 H 1.26 1.20 2.77  0.2270
43 H -1.46 1.17 2.03  0.1672
44 H -3.76 0.73 1.70  0.2240
45 H -6.19 0.53 1.24  0.1829
46 H -8.88 -0.85 -0.43  0.2074
47 H -7.92 -0.99 1.07  0.2017

Gap between HOMO and LUMO   8.6642 eV
Charge   0
SMILES   COc1ccc(-c2cc(CCCC(=O)NCc3ccccn3)no2)cc1
HOMO level   -8.33 eV
Energy relative to the best compared isomer or geometry (same formula, charge and spin)   480.2 kcal/mol
Lowest unoccupied orbital energy   0.01219 Eh

Formula: C19H40O2
Source: the OMol25 dataset
Level of theory: wB97M-V/def2-TZVPD

Last column: natural (NBO) charge in e.
Cartesian coordinates (Å):
1 C 3.28 -2.23 -1.45  -0.2670
2 C 3.97 -1.38 -1.94  0.0122
3 C 4.51 -0.20 -2.61  -0.5282
4 C 4.02 1.12 -2.01  -0.0435
5 O 2.90 1.65 -2.68  -0.5310
6 C 1.70 0.96 -2.40  -0.0960
7 C 0.54 1.82 -2.88  -0.0711
8 O -0.68 1.46 -2.28  -0.5377
9 C -1.20 0.20 -2.69  -0.2564
10 H 2.66 -2.99 -1.02  0.2383
11 H 4.20 -0.23 -3.66  0.2468
12 H 5.60 -0.25 -2.61  0.2377
13 H 3.80 1.00 -0.95  0.1761
14 H 4.81 1.87 -2.10  0.1931
15 H 1.58 0.75 -1.33  0.1738
16 H 1.70 -0.01 -2.92  0.1652
17 H 0.74 2.85 -2.59  0.1969
18 H 0.48 1.81 -3.97  0.1624
19 H -1.48 -0.36 -1.80  0.1840
20 H -2.11 0.34 -3.28  0.1768
21 H -0.51 -0.37 -3.31  0.1720
22 C 2.98 -2.64 5.82  -0.6098
23 C 2.50 -1.75 4.68  -0.3984
24 C 2.54 -2.43 3.32  -0.3972
25 C 3.93 -2.86 2.85  -0.3960
26 C 4.96 -1.74 2.78  -0.3975
27 C 4.59 -0.64 1.80  -0.6201
28 H 4.02 -2.93 5.69  0.2005
29 H 2.90 -2.12 6.78  0.2095
30 H 2.38 -3.55 5.88  0.2007
31 H 3.09 -0.83 4.66  0.1939
32 H 1.47 -1.44 4.88  0.2015
33 H 2.10 -1.76 2.57  0.1998
34 H 1.89 -3.31 3.34  0.1988
35 H 3.84 -3.32 1.86  0.1990
36 H 4.31 -3.65 3.51  0.1997
37 H 5.92 -2.17 2.49  0.2017
38 H 5.12 -1.30 3.78  0.1926
39 H 4.45 -1.05 0.79  0.2138
40 H 5.37 0.12 1.75  0.2063
41 H 3.66 -0.14 2.08  0.1990
42 C -7.80 0.53 -1.41  -0.6097
43 C -6.82 1.48 -2.09  -0.3983
44 C -5.37 1.00 -2.04  -0.3978
45 C -4.79 0.86 -0.63  -0.3965
46 C -4.82 2.14 0.21  -0.3977
47 C -4.01 3.28 -0.39  -0.6136
48 H -7.58 0.43 -0.34  0.2007
49 H -8.82 0.90 -1.50  0.2091
50 H -7.75 -0.46 -1.86  0.2002
51 H -6.90 2.48 -1.65  0.1943
52 H -7.10 1.59 -3.14  0.2007
53 H -4.74 1.69 -2.62  0.2015
54 H -5.29 0.03 -2.54  0.1974
55 H -3.75 0.53 -0.71  0.1994
56 H -5.31 0.07 -0.09  0.1983
57 H -4.43 1.91 1.21  0.2010
58 H -5.86 2.46 0.36  0.1917
59 H -2.97 2.99 -0.52  0.2107
60 H -4.03 4.16 0.26  0.2074
61 H -4.40 3.59 -1.36  0.1989

Gap between HOMO and LUMO   10.3537 eV
Charge   0
SMILES   C#CCCOCCOC.CCCCCC.CCCCCC
HOMO level   -9.57 eV
Lowest unoccupied orbital energy   0.02862 Eh

Formula: C7H12O
Source: the OMol25 dataset
Level of theory: wB97M-V/def2-TZVPD

Last column: natural (NBO) charge in e.
Cartesian coordinates (Å):
1 C 0.26 -3.00 0.25  -0.5276
2 C -0.51 -2.48 1.17  -0.1054
3 C -0.89 0.37 0.40  0.3355
4 C 0.40 1.07 0.22  0.1622
5 C -2.19 0.47 -0.28  -0.7159
6 C 1.69 0.30 0.52  -0.6334
7 C 0.38 2.41 -0.49  -0.6367
8 O -0.42 1.11 1.40  -0.4777
9 H 0.17 -4.06 0.22  0.1981
10 H 1.00 -2.54 -0.37  0.2144
11 H -1.34 -2.66 1.83  0.1884
12 H -2.46 1.43 -0.76  0.2116
13 H -2.90 0.36 0.47  0.2333
14 H -2.18 -0.07 -1.22  0.2412
15 H 2.25 -0.07 -0.28  0.2131
16 H 1.59 -0.36 1.29  0.2374
17 H 2.52 0.89 1.05  0.2046
18 H 0.76 2.24 -1.48  0.2127
19 H 1.19 3.01 -0.09  0.2184
20 H -0.53 2.95 -0.53  0.2258

Gap between HOMO and LUMO (spin up / spin down)   8.9228 / 8.1610 eV
Charge   0
HOMO level (spin up / spin down)   -8.09 / -7.37 eV
Energy relative to the best compared isomer or geometry (same formula, charge and spin)   154.2 kcal/mol
Lowest unoccupied orbital energy (spin up / spin down)   0.03043 / 0.02915 Eh

Formula: C31H35ClFeN2Si2
Source: the OMol25 dataset
Level of theory: wB97M-V/def2-TZVPD

Last column: Löwdin spin population.
Cartesian coordinates (Å):
1 C -1.78 -0.94 5.17  0.0489
2 C -2.40 -0.31 4.05  0.0685
3 C -1.98 -1.01 2.86  0.0589
4 H -3.17 0.46 4.08  0.0077
5 C -1.10 -2.08 3.27  0.0563
6 C -0.98 -2.04 4.69  0.0461
7 H -0.46 -2.78 5.29  0.0057
8 H -2.01 -0.71 6.21  0.0058
9 H -2.37 -0.84 1.87  0.0085
10 H -0.69 -2.82 2.60  0.0048
11 Fe -0.36 -0.27 3.87  3.3974
12 Si -0.48 -0.24 -2.54  0.1501
13 C -0.14 1.32 -3.52  0.0470
14 C 1.08 1.49 -4.19  0.0272
15 H 1.83 0.69 -4.18  0.0017
16 C 1.37 2.69 -4.85  -0.0009
17 H 2.33 2.82 -5.36  -0.0003
18 C 0.43 3.73 -4.86  0.0200
19 H 0.65 4.67 -5.38  0.0011
20 C -0.79 3.55 -4.21  0.0039
21 H -1.53 4.36 -4.21  0.0001
22 C -1.09 2.36 -3.54  0.0149
23 H -2.04 2.23 -3.02  0.0004
24 C 0.15 -1.55 -3.73  0.0399
25 C -0.58 -1.67 -4.92  0.0077
26 H -1.43 -1.01 -5.12  0.0003
27 C -0.23 -2.65 -5.86  0.0038
28 H -0.81 -2.75 -6.78  0.0005
29 C 0.85 -3.51 -5.62  0.0004
30 H 1.09 -4.30 -6.34  0.0000
31 C 1.61 -3.35 -4.46  0.0004
32 H 2.46 -4.01 -4.27  0.0000
33 C 1.26 -2.38 -3.52  0.0077
34 H 1.86 -2.27 -2.61  0.0041
35 H -1.93 -0.35 -2.34  -0.0008
36 Si 1.61 -0.02 -0.76  0.2869
37 C 0.66 -1.60 -0.22  0.0868
38 C -0.75 -1.79 -0.24  0.0468
39 H -1.46 -0.97 -0.35  0.0007
40 C -1.31 -3.07 -0.14  -0.0050
41 H -2.38 -3.19 -0.29  -0.0007
42 C -0.51 -4.18 0.12  0.0445
43 H -0.95 -5.18 0.20  0.0023
44 C 0.87 -4.00 0.26  0.0023
45 H 1.52 -4.85 0.48  -0.0003
46 C 1.44 -2.73 0.10  0.0382
47 H 2.52 -2.62 0.22  0.0012
48 C 0.64 1.51 -0.22  0.0647
49 C -0.53 1.42 0.55  0.0351
50 H -0.83 0.45 0.95  0.0021
51 C -1.33 2.54 0.82  -0.0011
52 H -2.22 2.43 1.43  -0.0002
53 C -0.97 3.79 0.30  0.0341
54 H -1.59 4.66 0.51  0.0019
55 C 0.17 3.90 -0.49  -0.0013
56 H 0.43 4.86 -0.94  -0.0005
57 C 0.99 2.79 -0.71  0.0262
58 H 1.89 2.90 -1.33  0.0011
59 H 3.02 0.07 -0.25  0.0142
60 Cl 1.46 -0.41 2.58  0.1289
61 N -0.40 1.71 3.86  0.0593
62 C 0.85 2.25 4.53  0.0068
63 C 1.32 1.33 5.64  0.0068
64 N 0.94 -0.08 5.39  0.0618
65 H -0.44 2.05 2.89  0.0040
66 H -1.25 2.08 4.31  0.0046
67 H 1.63 2.33 3.76  0.0006
68 H 0.62 3.24 4.94  0.0017
69 H 2.42 1.40 5.71  0.0019
70 H 0.89 1.65 6.59  0.0005
71 H 1.73 -0.60 5.01  0.0019
72 H 0.69 -0.54 6.27  0.0037

Gap between HOMO and LUMO (spin up / spin down)   4.4190 / 4.1990 eV
Charge   +1
HOMO level (spin up / spin down)   -8.76 / -9.97 eV
Spin multiplicity   6
Energy relative to the best compared isomer or geometry (same formula, charge and spin)   41.0 kcal/mol
Lowest unoccupied orbital energy (spin up / spin down)   -0.15962 / -0.21204 Eh